Entry from the Open Molecules 2025 dataset: a single C4H11ClNP molecule (the ωB97M-V functional and the def2-TZVPD basis).

Atoms and positions in Å:
1 H 1.99 0.30 0.77
2 P 2.01 -0.99 0.27
3 H 1.66 -0.40 -0.98
4 H -0.85 2.02 -1.13
5 H 0.06 0.61 2.02
6 H -0.50 0.55 -2.02
7 H 0.81 1.32 -1.14
8 H -1.68 0.04 0.02
9 Cl -1.95 -2.46 -0.72
10 H 0.25 -2.92 -0.67
11 C -0.54 0.33 0.07
12 C 0.10 -1.09 0.32
13 C -0.25 1.08 -1.12
14 H -1.07 1.80 1.59
15 H -0.09 -1.43 1.30
16 H 0.55 1.95 0.92
17 N -0.25 -1.98 -0.74
18 C -0.26 1.26 1.25

Multiplicity ... 3
Orbital gap (spin up / spin down) ... 6.542 / 7.509 eV
Energy relative to the best compared isomer or geometry (same formula, charge and spin) ... 0.0 kJ/mol
Lowest unoccupied orbital energy (spin up / spin down) ... 0.90 / -2.48 eV
HOMO (spin up / spin down) ... -5.64 / -9.99 eV

Mulliken population analysis, charges in e, atoms 1 to 4: 0.03, -0.06, 0.04, 0.38